# 1
Molecular formula: C41H36N4O7S6Sn
Method: DFT, wB97M-V/def2-TZVPD

The geometry in ORCA input format:
```
! RIJCOSX wB97M-V def2-TZVPD def2/J DEFGRID3
* xyz -2 1
Sn -0.0506 -0.5226 -0.6911
S 4.4138 2.7206 3.0479
S 6.6566 4.5986 3.6900
S 2.6412 0.9966 1.4171
S 0.9632 -1.8910 -3.4783
S 6.2526 3.3772 1.0008
S 4.9039 1.8954 -1.1697
O -3.2636 -2.8128 -2.2794
O -2.6973 -2.9367 5.7206
O 1.0176 -2.9669 -4.4468
O -1.5168 -4.7260 5.8004
O -1.2644 2.4854 -0.9289
O 2.1819 -1.1770 -3.1570
O -2.0253 -1.2281 -1.2990
N -1.8330 -3.6689 5.2825
N -1.1974 -0.8064 1.3317
N 0.3178 -2.3574 -2.1047
N 0.9717 -2.1940 0.6951
C 4.9386 2.3213 0.5299
C -0.8219 1.6087 -4.3895
C -2.3669 -0.0103 1.6839
C -3.0569 -1.8759 3.1326
C -2.1722 -0.1318 -5.3230
C -3.4218 -0.8812 2.3229
C 0.0934 0.6683 -3.9412
C -1.9738 1.1641 2.6019
C -1.0879 -3.2322 4.0710
C -2.1914 -2.3390 -1.9245
C 2.0369 4.9214 0.3398
C -0.1347 -0.6808 -4.1854
C -0.5623 5.2396 1.2730
C -1.6534 -2.2589 3.2207
C 1.7961 5.7839 1.4001
C -0.9119 -3.1499 -2.1748
C 1.3725 3.3044 -1.4260
C 4.0355 1.9775 1.4877
C -1.2666 -1.0834 -4.8836
C 2.7072 -3.7292 1.1980
C -0.8560 -1.7794 2.1484
C -0.2907 4.3286 0.2375
C 0.4853 5.9488 1.8378
C -1.2373 3.2535 4.3200
C -0.2888 2.6414 3.5135
C -2.9941 2.2428 -5.4977
C 2.0957 -4.0665 2.3747
C 0.1335 -3.8151 3.8957
C 2.9308 6.5071 2.0729
C 0.3648 -2.4970 1.8613
C -0.6563 1.6054 2.6638
C 2.0917 -2.7878 0.3576
C 5.8269 3.6036 2.6408
C 4.7369 0.0935 -1.1231
C -1.3965 3.4662 -0.2336
C -2.5620 2.8338 4.2528
C -1.9692 1.2224 -5.0734
C -1.9626 5.4676 1.7953
C 0.8702 -3.4689 2.7348
C 1.0192 4.1888 -0.2612
C -2.9255 1.8033 3.3969
H -2.7608 0.4082 0.7534
H -3.8014 -2.4721 3.6410
H -3.9561 1.4681 3.3737
H 0.7473 2.9597 3.5347
H -0.6517 2.6590 -4.1780
H 5.0840 -0.2762 -2.0879
H 0.5188 -4.5206 4.6154
H 3.6419 -4.1829 0.8983
H -3.7682 2.3542 -4.7346
H 1.4849 2.2692 -1.0990
H 3.0512 4.7981 -0.0276
H 2.5936 7.4414 2.5245
H -3.0681 -0.4503 -5.8451
H -1.9447 6.2315 2.5731
H 2.5328 -4.8064 3.0360
H 0.9785 0.9666 -3.3950
H -0.9500 4.0540 4.9918
H -2.5359 3.2210 -5.6494
H 3.7367 6.7256 1.3714
H -3.4858 1.9467 -6.4258
H 3.6964 -0.1829 -0.9743
H -1.4378 -2.1350 -5.0706
H 2.5084 -2.5205 -0.6064
H -2.4061 3.7402 0.1203
H -0.8799 -3.8976 -1.3754
H -2.3879 4.5634 2.2332
H 3.3619 5.8899 2.8642
H 0.6040 3.3228 -2.1971
H 0.2786 6.6394 2.6499
H -1.0091 -3.6976 -3.1122
H 0.1025 1.1339 2.0538
H 2.3261 3.6196 -1.8498
H -4.4678 -0.6853 2.1205
H -2.6352 5.8081 1.0048
H -3.3140 3.3054 4.8754
H 5.3530 -0.3097 -0.3217
*
```

Values from the calculation:
Calculated total energy ... -4933.223184 Eh

---

# 2
Molecular formula: C41H36N5O11P2Ta
Method: DFT, wB97M-V/def2-TZVPD

The geometry in ORCA input format:
```
! RIJCOSX wB97M-V def2-TZVPD def2/J DEFGRID3
* xyz 2 1
Ta -0.4720 0.5405 -0.7045
P 1.2850 -1.4955 -0.8350
P 1.4403 2.4017 -0.6588
O -5.8646 -5.1345 -0.2172
O -4.7331 -6.3019 1.2039
O -0.2325 0.5354 -2.6042
O -1.2708 1.1297 -4.5437
O -0.0301 -4.3120 2.8293
O -1.3940 2.1920 -1.2324
O 0.1052 -2.2899 1.9884
O -2.0386 -0.4479 -0.9147
O 0.2257 0.5779 1.3521
O -4.1442 0.2208 -0.5668
O -2.3093 3.3309 -2.9709
N -0.5025 1.1360 3.4398
N -4.9557 -5.2970 0.5665
N -1.8831 1.2476 1.5399
N -4.0365 2.0315 1.6680
N -0.5637 -3.5180 1.8298
C 2.9030 -0.7108 -1.2196
C -3.9947 -4.1749 0.7222
C -0.0112 4.0437 1.0152
C -2.7346 1.8938 3.6825
C 1.7753 5.9132 -2.7372
C 2.1461 -4.0103 -0.2122
C -2.8183 -4.4358 1.4000
C 1.5051 -2.3773 -3.5170
C -2.2629 -2.1432 1.0503
C 1.3892 -4.1225 2.5730
C -1.0384 1.2984 -3.4051
C 0.7193 4.9040 3.1402
C 0.7678 -2.3644 -2.3381
C -0.2435 4.8191 2.1410
C 1.6347 5.0079 -1.6951
C 1.4956 3.2127 -3.3013
C 1.7645 5.4751 -4.0536
C -1.6760 2.4428 -2.5233
C 3.3738 0.3302 -0.1804
C 1.6216 4.1238 -4.3364
C -1.9047 -3.3894 1.5297
C 1.4939 3.6506 -1.9743
C 0.8015 0.7767 4.0092
C 1.9123 4.2083 3.0118
C -4.2972 -2.9692 0.0961
C -2.9089 1.7261 2.2746
C 3.1722 1.7712 -0.6601
C 1.4364 -2.7580 1.8074
C -0.2238 -3.6739 -4.5769
C 2.1523 3.4332 1.8833
C 1.0047 -3.0342 -4.6336
C -0.4672 -3.0160 -2.2815
C -1.5376 1.5819 4.2148
C 2.3687 -5.2191 0.5812
C 1.1968 3.3513 0.8758
C -0.7212 0.9917 2.1160
C 1.9844 -5.2900 1.8502
C -3.3871 -1.9432 0.2631
C -0.9593 -3.6696 -3.3971
C -3.3187 -0.6315 -0.4553
C 1.7240 -2.8626 0.3220
H 1.6353 5.3682 -0.6754
H -2.6301 -5.4302 1.7803
H 1.4124 2.1565 -3.5316
H 2.4660 -1.8833 -3.5824
H 2.8143 -0.2450 -2.2047
H 0.5492 5.5294 4.0073
H 1.5823 1.3717 3.5443
H -1.5852 -1.3286 1.2080
H 2.0567 -6.2094 2.4177
H 2.8014 -6.0796 0.0885
H 0.7836 0.9751 5.0761
H -0.7566 3.9996 0.2309
H 2.6704 4.2828 3.7811
H -4.8206 2.3899 2.1869
H 2.8798 0.1792 0.7853
H -1.3363 1.6592 5.2737
H 3.7800 2.4664 -0.0801
H 4.4409 0.1859 -0.0146
H 3.0968 2.9102 1.7955
H -1.0370 -3.0213 -1.3568
H -5.1910 -2.8741 -0.5036
H 3.5096 1.8669 -1.6932
H 2.0938 -2.0481 2.3097
H -3.5435 2.2422 4.3074
H 1.8504 -4.0217 3.5531
H 1.8722 6.1891 -4.8596
H 1.5792 -3.0399 -5.5504
H 3.6231 -1.5240 -1.3036
H 1.8952 6.9655 -2.5160
H -1.9153 -4.1757 -3.3528
H 1.6065 3.7801 -5.3624
H -0.6093 -4.1797 -5.4524
H -4.1554 1.8222 0.6847
H 0.9950 -0.2802 3.8367
H -1.1658 5.3797 2.2259
H 2.2889 -4.0860 -1.2849
*
```

Values from the calculation:
Calculated total energy ... -3424.613806 Eh

---

# 3
Molecular formula: C41H36O7
Method: DFT, wB97M-V/def2-TZVPD

The geometry in ORCA input format:
```
! RIJCOSX wB97M-V def2-TZVPD def2/J DEFGRID3
* xyz 0 1
O 2.8655 -3.5377 1.7384
O -3.5910 1.4675 0.3364
O -4.8519 0.5614 1.9866
O -5.3703 2.5856 1.2233
O -2.4068 6.7320 -5.3633
O 4.8650 -8.0317 -0.3510
O -0.6253 2.7910 -2.2201
C -2.5273 5.6726 -3.2651
C -1.0515 3.6709 -2.9422
C 0.8015 2.9922 -6.1426
C -2.0266 5.8202 -4.6577
C -3.6372 -0.2010 1.9102
C -1.0510 4.8192 -5.1715
C 4.4662 -3.3809 -2.1159
C 3.2250 -5.8485 2.0032
C -2.5819 4.4871 -1.1664
C 3.9006 -3.3947 -0.8523
C 0.3003 3.9880 -6.9752
C 1.0759 1.8635 1.7719
C -3.2614 0.0597 0.4770
C -4.6577 1.6467 1.1502
C 0.9537 -0.3085 0.3764
C 4.3863 -7.0172 0.1122
C -2.6935 1.4720 3.6933
C 3.0295 -8.2414 3.3982
C 3.8873 -4.5698 -0.1108
C 2.6400 -5.8712 3.2633
C 3.7305 -7.0260 1.4483
C -2.5573 0.0944 2.9938
C -0.6191 4.9024 -6.4893
C 4.4340 -5.7375 -0.6468
C 0.3696 2.9007 -4.8302
C -4.4527 -2.6932 2.4672
C 3.2918 -4.5653 1.2528
C -0.5654 3.8058 -4.3427
C -3.5268 5.3799 -0.6896
C -4.0860 -1.5845 2.2063
C 5.0154 -5.7144 -1.9086
C 0.5352 1.1590 0.4985
C 0.8195 1.0977 3.0831
C 3.6255 -8.2215 2.1486
C -0.1650 1.7907 4.0569
C -1.4525 2.3500 3.4084
C 2.5428 -7.0645 3.9589
C -3.4649 6.5746 -2.7780
C 5.0318 -4.5390 -2.6405
C -3.9630 6.4284 -1.4935
C -2.0753 4.6310 -2.4512
H 5.4503 -6.6157 -2.3187
H -3.9246 5.2606 0.3100
H -2.6493 -0.6804 3.7519
H 2.0835 -7.0810 4.9388
H 4.0065 -9.1362 1.7150
H 1.5268 2.2838 -6.5218
H -1.6599 3.3129 3.8923
H 4.4694 -2.4663 -2.6948
H 2.2576 -4.9573 3.6973
H 2.1409 2.0305 1.5956
H -2.2433 3.6746 -0.5379
H -4.6158 -3.6323 2.9276
H 0.3435 2.5316 4.6754
H 1.7816 1.0405 3.6040
H -1.0048 5.6796 -7.1351
H 0.4642 -0.9380 1.1250
H 2.0336 -0.4305 0.4824
H 0.7554 2.1235 -4.1845
H -0.4909 1.0186 4.7668
H 0.5037 0.0643 2.9460
H -4.6967 7.1296 -1.1173
H -1.3661 2.5654 2.3406
H 5.4813 -4.5239 -3.6250
H 0.6428 -0.7077 -0.5941
H -2.2396 -0.1678 0.1877
H -3.9338 -0.4279 -0.2339
H 0.9790 1.6899 -0.3503
H 0.5978 2.8468 1.7799
H -2.7123 1.3097 4.7735
H 0.6301 4.0505 -8.0042
H -3.8080 7.3871 -3.4041
H -1.5862 -0.0623 2.5200
H 2.9443 -9.1746 3.9397
H -3.6136 2.0034 3.4487
H 3.4653 -2.4931 -0.4425
H -0.5445 1.2965 0.3871
*
```

Values from the calculation:
Calculated total energy ... -2110.609056 Eh
SMILES ... C#C[C@@]1(CCCCCCCC)COC(=O)O1.O=C1c2ccccc2C(=O)c2ccccc21.O=C1c2ccccc2C(=O)c2ccccc21

---

Number 1: HOMO -0.08811 Ha, gap between HOMO and LUMO 6.00 eV. Number 2: HOMO -0.49257 Ha, gap between HOMO and LUMO 6.75 eV. Number 3: HOMO -0.35669 Ha, gap between HOMO and LUMO 8.65 eV.